Entry 1:
13
Properties=species:S:1:pos:R:3:lowdin_charge:R:1 method="wB97M-V/def2-TZVPD" homo_ha=-0.328 total_charge=0 relative_energy_kcal_mol=79.1 orbital_gap_ev=8.9 fmax_ev_per_a=3.02
C -0.711 1.909 0.271 -0.14
C 0.899 -1.489 -1.331 -0.30
C -1.566 0.952 0.586 -0.73
N 1.868 -0.909 1.362 -0.29
P 0.787 -1.090 0.248 0.64
I -3.309 0.607 -0.552 0.74
H -0.716 2.513 -0.630 0.06
H 0.191 2.087 0.869 0.07
H -0.158 -1.505 -1.658 -0.02
H 1.532 -0.930 -2.112 0.04
H -1.341 0.116 1.140 -0.06
H 2.647 -0.411 0.852 -0.01
H -0.122 -1.850 0.957 0.01


Entry 2:
13
Properties=species:S:1:pos:R:3:lowdin_charge:R:1 method="wB97M-V/def2-TZVPD" smiles="CCC(=O)O.I" homo_ha=-0.355 total_charge=0 relative_energy_kcal_mol=18.5 orbital_gap_ev=10.4 fmax_ev_per_a=4.60
C 2.015 -0.002 -0.029 -0.12
C 0.740 -0.580 0.489 -0.15
C -0.439 0.263 -0.150 -0.53
O -1.076 -0.191 -1.075 0.00
O -0.799 1.409 0.514 0.06
H 2.696 -0.885 -0.514 0.13
H 2.663 0.549 0.641 0.06
H 1.812 0.631 -0.942 0.09
H 0.563 -1.583 0.234 0.10
H 0.592 -0.302 1.532 0.11
H -1.322 1.926 -0.102 0.10
I -4.058 -0.239 0.277 0.52
H -3.387 -0.995 -0.877 -0.38


Entry 3:
13
Properties=species:S:1:pos:R:3:lowdin_charge:R:1 method="wB97M-V/def2-TZVPD" homo_ha="-0.294 / -0.294" total_charge=0 relative_energy_kcal_mol=87.5 orbital_gap_ev="8.1 / 8.1" fmax_ev_per_a=4.38
C 0.925 1.555 -0.258 -0.23
C 1.167 0.115 -0.294 -0.07
C -0.980 -0.777 0.038 -0.93
O -0.826 -1.471 1.155 -0.05
O -1.204 -1.668 -0.894 -0.05
I -2.663 0.597 0.079 0.79
H 1.779 2.185 0.087 0.07
H 0.045 1.782 0.378 0.01
H 0.772 1.989 -1.373 0.12
H 1.604 -0.498 -1.041 0.05
H 1.575 -0.263 0.685 0.08
H -0.736 -1.042 2.003 0.11
H -1.457 -2.504 -0.564 0.09


Entry 4:
22
Properties=species:S:1:pos:R:3:lowdin_charge:R:1 method="wB97M-V/def2-TZVPD" homo_ha=-0.524 total_charge=+2 orbital_gap_ev=2.0 fmax_ev_per_a=2.96
O -4.312 -0.199 0.306 0.27
C -3.290 -0.569 -0.081 -0.48
O -3.040 -0.567 -1.577 -0.32
C -2.131 -1.023 0.726 -0.15
C -1.153 0.147 0.887 -0.19
S 0.437 -0.396 0.355 0.46
O 0.482 -0.402 -1.085 -0.34
O 0.604 -1.678 0.958 -0.27
N 1.470 0.619 1.067 -0.30
S 2.152 1.751 0.195 0.35
O 1.437 2.291 -0.905 -0.23
O 2.861 2.645 1.033 -0.26
P 3.874 0.561 -0.588 0.53
S 4.530 -0.212 1.110 0.58
H -2.996 0.370 -1.833 0.15
H -2.545 -1.296 1.684 0.15
H -1.636 -1.888 0.287 0.04
H -1.079 0.398 1.936 0.13
H -1.471 1.055 0.391 0.12
H 3.434 -0.435 -1.468 0.00
H 4.831 1.412 -1.144 0.01
Lu -2.457 -2.585 -2.255 1.73


Entry 5:
11
Properties=species:S:1:pos:R:3:lowdin_charge:R:1 method="wB97M-V/def2-TZVPD" smiles=CN1CC1 homo_ha=-0.330 total_charge=0 relative_energy_kcal_mol=43.7 orbital_gap_ev=10.2 fmax_ev_per_a=3.89
C -1.383 0.029 -0.058 -0.15
N -0.099 0.032 -0.641 -0.21
C 0.970 0.749 -0.058 -0.18
C 0.980 -0.757 -0.040 -0.12
H -2.195 -0.694 -0.585 0.11
H -1.299 -0.464 0.970 0.08
H -1.830 1.129 0.041 0.11
H 1.038 1.229 0.961 0.12
H 1.550 1.351 -0.726 0.09
H 0.698 -1.189 0.823 0.05
H 1.569 -1.414 -0.686 0.10


Entry 6:
11
Properties=species:S:1:pos:R:3:lowdin_charge:R:1 method="wB97M-V/def2-TZVPD" homo_ha=-0.293 total_charge=0 relative_energy_kcal_mol=113.6 orbital_gap_ev=9.1 fmax_ev_per_a=0.32
C -0.098 -1.041 0.939 -0.04
N -0.199 0.204 0.498 -0.26
C 0.592 0.995 -0.248 -0.15
C -0.823 0.807 -0.663 -0.12
H 1.103 -1.258 -0.516 0.08
H -0.995 -1.651 0.941 0.07
H 0.675 -1.245 1.673 0.07
H 1.173 1.857 0.046 0.09
H 1.331 -0.477 -0.792 0.07
H -1.629 1.504 -0.432 0.10
H -1.004 0.151 -1.521 0.10


Entry 7:
11
Properties=species:S:1:pos:R:3:lowdin_charge:R:1 method="wB97M-V/def2-TZVPD" homo_ha=-0.311 total_charge=0 relative_energy_kcal_mol=30.8 orbital_gap_ev=9.6 fmax_ev_per_a=3.44
C 1.221 0.555 0.784 -0.11
C -0.233 0.255 0.728 -0.18
C -1.053 -0.160 -0.258 -0.23
N -0.546 -0.647 -1.505 -0.02
H 1.608 1.076 -0.115 0.08
H 1.342 1.346 1.559 0.07
H 1.854 -0.267 1.118 0.08
H -0.789 0.477 1.639 0.09
H -1.771 -0.867 0.195 0.10
H -0.839 -0.180 -2.361 0.06
H -0.795 -1.588 -1.785 0.06


Entry 8:
11
Properties=species:S:1:pos:R:3:lowdin_charge:R:1 method="wB97M-V/def2-TZVPD" homo_ha="-0.350 / -0.322" total_charge=0 relative_energy_kcal_mol=94.8 orbital_gap_ev="9.0 / 8.4" fmax_ev_per_a=5.41
C -0.515 0.398 -1.146 -0.37
C 0.965 -0.609 0.781 -0.14
C -0.299 -0.512 -0.102 -0.19
N 0.392 1.245 -1.420 0.11
H -1.469 0.498 -1.543 0.08
H 1.684 -1.135 0.167 0.07
H 0.837 -1.338 1.620 0.08
H 1.275 0.360 1.156 0.06
H -1.456 0.714 1.075 0.18
H -0.902 -1.524 -0.026 0.12
H 0.191 1.937 -2.054 0.01


Entry 9:
12
Properties=species:S:1:pos:R:3:lowdin_charge:R:1 method="wB97M-V/def2-TZVPD" smiles=CC#[N+]NC homo_ha=-0.534 total_charge=+1 relative_energy_kcal_mol=59.7 orbital_gap_ev=11.0 fmax_ev_per_a=6.24
C -2.515 -0.120 -0.037 0.05
C -1.103 0.163 0.317 0.13
N 0.022 0.455 0.348 0.11
N 1.284 0.660 0.393 -0.01
C 2.147 -0.395 -0.109 0.01
H -2.404 -0.971 -0.672 0.11
H -3.166 -0.317 0.695 0.05
H -2.878 0.701 -0.644 0.11
H 1.521 1.557 0.721 0.16
H 1.638 -1.283 -0.142 0.06
H 2.402 -0.019 -1.240 0.16
H 3.051 -0.430 0.371 0.06


Entry 10:
12
Properties=species:S:1:pos:R:3:lowdin_charge:R:1 method="wB97M-V/def2-TZVPD" homo_ha=-0.559 total_charge=+1 relative_energy_kcal_mol=36.7 orbital_gap_ev=11.9 fmax_ev_per_a=3.33
C 2.667 0.024 0.689 0.11
C -0.980 -1.043 -1.121 0.06
C -0.646 0.153 -0.745 -0.19
N 1.594 0.456 0.770 0.09
N -0.917 0.537 0.673 0.12
H 3.645 -0.353 0.677 0.08
H -0.749 -1.223 -2.145 0.07
H -1.757 -1.640 -0.540 0.12
H -0.224 1.012 -1.305 0.14
H -0.948 1.539 0.780 0.15
H 0.064 0.251 1.136 0.11
H -1.748 0.287 1.131 0.14


Entry 11:
12
Properties=species:S:1:pos:R:3:lowdin_charge:R:1 method="wB97M-V/def2-TZVPD" smiles="C[N+]1(N)C=C1" homo_ha=-0.565 total_charge=+1 relative_energy_kcal_mol=128.1 orbital_gap_ev=10.2 fmax_ev_per_a=10.69
C -0.990 -0.727 0.498 0.05
N 0.216 -0.007 -0.069 -0.40
N -0.370 1.207 -0.505 0.13
C 1.526 -0.068 0.436 0.20
C 1.200 -0.563 -0.932 0.23
H -1.632 -0.824 -0.356 0.11
H -0.823 -1.683 0.948 0.10
H -1.487 -0.116 1.266 0.12
H 0.294 2.088 -0.499 0.19
H -1.233 1.382 -0.168 0.04
H 2.186 0.355 1.200 0.14
H 1.111 -1.046 -1.818 0.10


Entry 12:
13
Properties=species:S:1:pos:R:3:lowdin_charge:R:1 method="wB97M-V/def2-TZVPD" multiplicity=2 homo_ha="-0.151 / -0.297" total_charge=0 relative_energy_kcal_mol=1.8 orbital_gap_ev="5.0 / 9.0" fmax_ev_per_a=0.83
C 2.217 -0.820 0.616 -0.14
C 1.656 0.265 1.178 -0.15
N 0.510 0.596 0.468 -0.01
C 0.354 -0.319 -0.598 -0.17
N 1.442 -1.191 -0.485 -0.02
H 3.163 -1.294 0.784 0.10
H 1.966 0.802 2.052 0.10
H 0.051 1.473 0.620 0.12
H -0.480 -0.383 -1.259 0.07
H 1.756 -1.828 -1.190 0.12
H -4.434 0.838 0.039 0.03
H -4.353 1.036 -1.506 0.03
O -3.847 0.825 -0.719 -0.06


Entry 13:
13
Properties=species:S:1:pos:R:3:lowdin_charge:R:1 method="wB97M-V/def2-TZVPD" homo_ha=-0.563 total_charge=+1 relative_energy_kcal_mol=77.7 orbital_gap_ev=11.8 fmax_ev_per_a=4.97
O 0.844 1.188 1.532 0.13
C 1.059 1.468 0.320 -0.19
N 0.573 0.860 -0.770 0.17
C -0.754 -0.278 -0.686 -0.16
C -0.242 -1.598 -0.248 -0.03
N -1.006 -0.672 0.555 0.00
H -0.012 0.580 1.679 0.19
H 1.866 2.297 0.285 0.20
H 1.117 1.074 -1.559 0.12
H -1.576 0.099 -1.317 0.17
H -0.644 -2.408 -0.750 0.11
H 0.740 -1.684 0.026 0.10
H -1.964 -0.926 0.933 0.19


Entry 14:
13
Properties=species:S:1:pos:R:3:lowdin_charge:R:1 method="wB97M-V/def2-TZVPD" homo_ha=-0.487 total_charge=+1 relative_energy_kcal_mol=89.0 orbital_gap_ev=9.4 fmax_ev_per_a=5.55
C 0.809 -0.379 0.663 -0.05
C -1.283 0.260 -1.064 -0.01
C 0.119 0.692 0.364 -0.22
N 0.000 1.977 0.625 0.12
N 0.620 -1.627 -0.178 0.24
O -1.556 -0.766 -1.669 0.05
H 1.527 -0.372 1.537 0.15
H -1.787 1.171 -1.139 0.08
H -0.942 2.207 0.867 0.12
H 0.832 2.511 0.884 0.14
H 0.227 -2.318 0.424 0.16
H 1.513 -1.901 -0.452 0.14
H -0.080 -1.454 -0.861 0.07


Entry 15:
14
Properties=species:S:1:pos:R:3:lowdin_charge:R:1 method="wB97M-V/def2-TZVPD" homo_ha=-0.129 total_charge=-1 relative_energy_kcal_mol=22.2 orbital_gap_ev=7.7 fmax_ev_per_a=0.58
O 0.327 0.807 -2.236 -0.13
C -0.567 -0.003 -2.522 -0.67
O -1.194 -0.805 -1.783 -0.15
H -0.871 -0.044 -3.605 0.08
C -0.223 -0.280 1.771 -0.25
C 0.931 0.117 1.236 -0.23
N 1.831 0.978 1.940 -0.02
N -1.198 -1.027 1.108 0.01
H -0.386 -0.119 2.835 0.09
H 1.161 -0.210 0.228 0.09
H 1.404 1.884 2.066 0.05
H 2.673 1.119 1.407 0.05
H -1.192 -0.943 0.081 0.03
H -2.126 -0.868 1.462 0.05


Entry 16:
14
Properties=species:S:1:pos:R:3:lowdin_charge:R:1 method="wB97M-V/def2-TZVPD" homo_ha="-0.565 / -0.565" total_charge=+1 relative_energy_kcal_mol=129.8 orbital_gap_ev="9.5 / 9.5" fmax_ev_per_a=4.89
C 0.158 0.123 -0.718 -0.15
C 0.183 -1.143 -1.592 -0.04
C -0.353 0.355 1.697 -0.06
N -0.557 -0.259 0.449 0.01
N 0.000 -1.955 0.506 -0.11
O -0.074 -2.622 1.450 0.28
O 0.302 -2.256 -0.696 0.11
H 1.168 0.504 -0.501 0.14
H -0.404 0.902 -1.241 0.16
H -0.750 -1.279 -2.151 0.15
H 1.031 -1.177 -2.280 0.15
H -0.592 -0.357 2.492 0.11
H 0.656 0.762 1.833 0.11
H -1.083 1.167 1.782 0.13


Entry 17:
14
Properties=species:S:1:pos:R:3:lowdin_charge:R:1 method="wB97M-V/def2-TZVPD" homo_ha=-0.516 total_charge=+1 relative_energy_kcal_mol=112.8 orbital_gap_ev=10.4 fmax_ev_per_a=2.75
C 3.072 0.036 0.131 -0.11
C -0.534 -0.623 -0.569 0.03
C -2.656 0.495 0.095 -0.03
N 2.048 0.458 -0.111 0.03
N -1.522 -0.423 0.233 -0.04
O 0.842 0.659 -0.036 -0.06
O 4.318 -0.116 -0.023 0.20
H -0.476 -0.172 -1.576 0.15
H 0.186 -1.378 -0.297 0.12
H -2.316 1.568 0.315 0.12
H -3.211 0.616 -0.880 0.11
H -3.376 0.100 0.875 0.11
H 4.774 -0.658 0.704 0.21
H -1.149 -0.562 1.138 0.14


Entry 18:
15
Properties=species:S:1:pos:R:3:lowdin_charge:R:1 method="wB97M-V/def2-TZVPD" homo_ha="-0.152 / -0.055" total_charge=-1 relative_energy_kcal_mol=90.2 orbital_gap_ev="7.7 / 5.0" fmax_ev_per_a=1.66
C -1.318 -1.395 -0.150 -0.12
C -2.277 -0.462 0.535 -0.13
C -1.053 0.101 -0.170 -0.40
N 0.552 1.779 0.040 0.00
N -0.001 0.614 0.566 -0.03
O 3.640 1.184 -0.103 -0.70
O 4.396 -1.178 0.110 -0.70
S 3.238 -0.252 -0.029 0.50
H -0.676 -1.997 0.472 0.10
H -1.641 -1.870 -1.066 0.09
H -3.251 -0.310 0.089 0.08
H -2.269 -0.448 1.613 0.09
H -1.267 0.590 -1.136 0.13
H 0.365 1.890 -0.966 0.07
H 1.561 1.755 0.195 0.01